{
  "formula": "C43H54F11N4O37S",
  "method": "wB97M-V/def2-TZVPD",
  "e_tot_ha": -6170.39136,
  "gap_ha": 0.34724,
  "homo_energy_ev": -11.662,
  "charge": 1,
  "mol_weight_g_mol": 1459.9,
  "species": ["C", "O", "C", "C", "C", "C", "C", "N", "C", "N", "C", "C", "C", "S", "O", "O", "O", "N", "N", "H", "H", "H", "H", "H", "H", "H", "H", "H", "H", "H", "H", "H", "H", "H", "H", "H", "H", "H", "H", "H", "C", "C", "O", "C", "O", "O", "F", "H", "H", "H", "C", "C", "O", "C", "O", "O", "F", "H", "H", "H", "C", "C", "O", "C", "O", "O", "F", "H", "H", "H", "C", "C", "O", "C", "O", "O", "F", "H", "H", "H", "C", "C", "O", "C", "O", "O", "F", "H", "H", "H", "C", "C", "O", "C", "O", "O", "F", "H", "H", "H", "C", "C", "O", "C", "O", "O", "F", "H", "H", "H", "C", "C", "O", "C", "O", "O", "F", "H", "H", "H", "C", "C", "O", "C", "O", "O", "F", "H", "H", "H", "C", "C", "O", "C", "O", "O", "F", "H", "H", "H", "C", "C", "O", "C", "O", "O", "F", "H", "H", "H"],
  "positions_angstrom": [[8.719, -0.967, 3.574], [9.873, -0.332, 2.996], [9.725, -0.114, 1.581], [9.347, 1.399, 1.226], [7.795, 1.551, 0.835], [7.098, 2.704, 1.721], [5.646, 2.303, 2.165], [4.498, 3.140, 2.291], [3.468, 2.243, 2.679], [2.171, 2.448, 2.913], [1.265, 1.340, 3.284], [0.487, 0.688, 2.070], [1.392, 0.325, 0.826], [2.026, -1.397, 0.824], [2.202, -1.978, 2.187], [3.314, -1.429, 0.056], [0.920, -2.288, -0.074], [3.999, 0.939, 2.771], [5.317, 0.968, 2.463], [8.547, -0.492, 4.590], [8.891, -2.086, 3.755], [7.775, -0.849, 2.956], [9.010, -0.864, 1.134], [10.739, -0.300, 1.116], [9.935, 1.717, 0.309], [9.604, 2.018, 2.131], [7.320, 0.542, 0.984], [7.744, 1.797, -0.265], [7.752, 3.026, 2.584], [6.965, 3.577, 1.007], [1.792, 3.399, 2.839], [0.481, 1.788, 3.959], [1.775, 0.556, 3.926], [-0.351, 1.385, 1.769], [0.033, -0.275, 2.469], [2.261, 1.014, 0.643], [0.726, 0.415, -0.093], [0.070, -2.143, 0.405], [3.577, 0.033, 2.994], [5.919, 0.143, 2.456], [-1.198, -3.887, 5.526], [-0.967, -3.812, 4.047], [-0.921, -2.419, 3.802], [-0.453, -1.858, 4.948], [-0.028, -0.743, 5.015], [-0.518, -2.722, 5.993], [-2.009, -4.337, 3.366], [-2.257, -3.821, 5.788], [-0.782, -4.790, 5.969], [-0.036, -4.272, 3.712], [-1.901, 0.281, -3.853], [-0.632, -0.483, -3.653], [-0.176, -0.012, -2.394], [-1.295, 0.336, -1.704], [-1.321, 0.522, -0.519], [-2.373, 0.442, -2.515], [0.288, -0.166, -4.594], [-1.733, 1.266, -4.298], [-2.621, -0.262, -4.462], [-0.761, -1.568, -3.615], [0.614, -6.389, 0.113], [0.623, -5.495, 1.315], [0.447, -6.399, 2.388], [0.991, -7.580, 1.971], [1.264, -8.484, 2.694], [1.189, -7.587, 0.624], [-0.427, -4.633, 1.298], [-0.397, -6.596, -0.247], [1.206, -5.990, -0.710], [1.554, -4.937, 1.454], [-6.483, -2.393, -4.115], [-6.351, -2.736, -5.567], [-5.095, -2.179, -5.911], [-4.355, -2.205, -4.773], [-3.166, -2.065, -4.742], [-5.126, -2.416, -3.677], [-7.310, -2.131, -6.303], [-6.899, -1.395, -3.957], [-7.086, -3.116, -3.567], [-6.346, -3.809, -5.779], [3.282, -0.288, 7.327], [3.549, 1.183, 7.287], [4.932, 1.253, 6.980], [5.202, 0.135, 6.254], [6.187, -0.018, 5.593], [4.205, -0.784, 6.359], [3.345, 1.751, 8.500], [3.503, -0.729, 8.303], [2.255, -0.534, 7.055], [2.981, 1.720, 6.528], [-1.112, 3.486, 7.966], [-1.375, 3.965, 6.571], [-0.248, 3.485, 5.855], [0.150, 2.359, 6.505], [0.895, 1.545, 6.041], [-0.406, 2.268, 7.739], [-1.387, 5.315, 6.509], [-0.479, 4.173, 8.533], [-2.029, 3.309, 8.528], [-2.290, 3.568, 6.123], [-8.398, 1.869, -8.674], [-7.137, 1.094, -8.472], [-6.677, 1.550, -7.210], [-7.795, 1.902, -6.519], [-7.827, 2.077, -5.336], [-8.874, 2.023, -7.337], [-6.213, 1.414, -9.412], [-8.220, 2.855, -9.112], [-9.116, 1.340, -9.287], [-7.274, 0.013, -8.442], [-11.833, -1.946, -10.985], [-11.342, -0.962, -12.001], [-10.450, -0.154, -11.254], [-9.961, -0.954, -10.270], [-8.993, -0.698, -9.616], [-10.703, -2.082, -10.126], [-12.350, -0.186, -12.461], [-12.682, -1.567, -10.411], [-12.107, -2.904, -11.427], [-10.810, -1.411, -12.844], [2.503, 3.594, -0.953], [2.741, 5.026, -1.324], [1.436, 5.574, -1.328], [0.724, 4.846, -0.424], [-0.323, 5.180, 0.034], [1.364, 3.686, -0.100], [3.258, 5.129, -2.570], [2.260, 2.971, -1.818], [3.351, 3.152, -0.428], [3.368, 5.577, -0.619], [10.327, -4.210, 6.067], [9.409, -4.715, 4.995], [9.717, -6.092, 4.932], [10.134, -6.436, 6.185], [10.222, -7.556, 6.579], [10.429, -5.335, 6.931], [9.696, -4.150, 3.793], [11.317, -3.954, 5.682], [9.920, -3.346, 6.593], [8.345, -4.588, 5.216], [-8.949, 5.207, -4.826], [-8.247, 6.514, -5.029], [-8.665, 6.902, -6.323], [-9.902, 6.354, -6.493], [-10.670, 6.682, -7.344], [-10.153, 5.391, -5.565], [-6.900, 6.353, -5.037], [-8.394, 4.362, -5.242], [-9.161, 5.004, -3.777], [-8.519, 7.290, -4.307]],
  "atomic_forces_ev_per_a": [[-0.118, -0.345, 1.268], [-1.352, -0.334, -0.864], [1.123, 0.484, -0.630], [-0.670, -0.854, -0.465], [0.832, 0.190, 0.805], [-1.045, -0.150, -1.340], [-1.806, -0.651, 0.657], [0.931, -3.965, 0.372], [2.573, -1.169, -0.508], [0.375, 0.140, -0.069], [-1.351, -0.388, 0.276], [0.509, -0.355, 0.326], [-1.384, 0.574, -0.530], [3.963, -1.501, -0.554], [-1.412, 1.438, -2.204], [-3.548, 0.336, 1.288], [0.820, 1.718, 2.011], [-0.976, 1.030, 0.225], [0.997, 3.754, -0.898], [0.048, -0.512, -1.248], [-0.199, 1.576, -0.545], [1.066, -0.057, 0.568], [0.608, 0.817, 0.373], [-1.058, 0.031, 0.604], [-0.439, -0.268, 1.377], [-0.105, -0.523, -1.076], [0.292, 1.073, -0.211], [-0.287, -0.213, 1.280], [-0.994, -0.483, -0.800], [0.109, -0.764, 1.260], [0.427, -0.697, -0.020], [1.078, -0.636, -0.894], [-0.421, 1.087, -0.866], [1.059, -0.886, 0.016], [0.356, 1.286, -0.414], [-0.625, -0.967, 0.394], [0.978, -0.372, 1.094], [0.269, -0.394, -0.446], [-0.096, 0.561, -0.132], [-0.469, 0.398, 0.157], [-0.060, -0.573, 0.651], [-0.561, -0.439, -0.436], [0.415, 0.049, 0.407], [0.237, 0.684, 0.247], [-0.287, -0.609, 0.009], [0.070, 0.418, -0.596], [0.008, 0.038, 0.019], [0.022, 0.028, -0.225], [0.126, 0.211, 0.059], [-0.127, -0.013, -0.035], [-0.696, 0.400, -0.785], [0.418, 0.014, -0.640], [-0.510, -0.116, 0.411], [-0.612, 0.340, 0.392], [0.066, -0.126, -0.536], [0.745, -0.144, 0.615], [0.101, -0.087, 0.097], [0.280, -0.061, 0.110], [0.194, 0.262, 0.392], [0.105, 0.063, -0.070], [0.127, -0.060, -0.859], [-0.287, 0.210, 0.080], [0.384, 0.123, -0.346], [0.334, -1.400, 0.524], [-0.248, 0.612, -0.408], [-0.125, 0.301, 0.530], [0.053, 0.176, -0.049], [-0.034, 0.154, 0.185], [0.095, -0.187, 0.102], [-0.152, 0.152, 0.016], [-0.583, -0.064, 0.692], [-0.453, 0.314, -0.453], [0.275, -0.385, 0.574], [0.621, 0.073, 0.147], [-0.766, -0.439, -0.063], [0.424, 0.033, -0.576], [0.005, -0.074, -0.141], [0.017, -0.025, -0.240], [0.254, -0.007, 0.069], [-0.069, 0.089, -0.138], [-0.766, -0.598, 0.160], [-0.024, 0.446, 0.601], [-0.081, -0.562, -0.574], [0.656, -0.225, -0.225], [-0.505, 0.058, 0.168], [0.478, 0.506, -0.177], [-0.019, 0.142, -0.078], [0.094, 0.222, 0.002], [0.151, -0.011, -0.206], [0.065, 0.046, 0.178], [-0.352, 0.004, 0.811], [-0.099, 0.790, -0.094], [-0.148, -0.636, 0.163], [0.522, -0.651, 0.201], [-0.305, 0.809, 0.759], [0.224, 0.041, -0.731], [-0.044, -0.062, -0.134], [-0.028, 0.087, -0.212], [0.133, -0.215, -0.053], [0.042, 0.146, -0.061], [-0.687, 0.466, -0.554], [0.598, -0.014, -0.437], [-0.655, -0.100, 0.294], [-0.209, 0.220, 0.687], [0.069, -0.047, -0.558], [0.650, -0.086, 0.500], [0.126, -0.087, 0.022], [0.262, -0.066, 0.091], [-0.014, 0.142, 0.290], [0.157, 0.116, -0.063], [-0.523, -0.702, 0.093], [-0.509, 0.503, -0.311], [0.314, -0.605, 0.172], [0.552, -0.105, 0.610], [-0.756, -0.578, -0.523], [0.380, 0.546, -0.150], [0.105, 0.012, -0.097], [0.061, 0.171, -0.156], [0.206, -0.013, 0.149], [-0.074, 0.142, -0.042], [0.368, -0.811, 0.154], [0.136, 0.272, -0.679], [0.188, -0.406, 0.611], [-1.306, 0.446, 0.324], [0.631, -0.318, -0.224], [0.060, 0.330, -0.078], [0.072, 0.094, 0.058], [0.038, 0.222, -0.100], [-0.158, 0.058, 0.152], [0.038, 0.039, -0.147], [0.227, 0.655, 0.499], [0.186, -0.106, -0.534], [-0.239, 0.367, 0.473], [0.336, -1.252, 0.629], [-0.020, 0.703, -0.283], [-0.240, -0.221, -0.409], [-0.111, -0.084, -0.107], [-0.131, -0.055, -0.201], [0.020, -0.184, 0.135], [0.019, 0.058, -0.186], [-0.102, -0.631, 0.528], [0.530, 0.020, -0.204], [-0.415, -0.092, 0.442], [-0.918, 0.069, -0.877], [0.498, -0.228, 0.443], [0.208, 0.493, -0.246], [0.069, 0.142, 0.055], [0.111, 0.190, 0.054], [-0.193, 0.011, -0.134], [0.191, 0.024, -0.039]],
  "mulliken_charge": [0.23, -0.44, -0.64, -0.60, -0.60, -0.67, 0.17, -0.75, 0.01, 0.48, -0.55, 0.22, 1.13, 1.50, -0.65, -0.77, -0.44, 0.80, -0.25, 0.24, -0.03, -0.14, 0.38, 0.32, 0.38, 0.38, 0.31, 0.43, 0.38, 0.27, 0.31, 0.04, 0.13, 0.56, -0.33, -0.14, -1.00, 0.37, 0.15, 0.12, -0.58, 0.32, -0.27, 0.45, -0.31, -0.33, -0.28, 0.30, 0.33, 0.26, -0.25, 0.37, -0.38, 0.65, -0.54, -0.37, -0.30, 0.32, 0.09, 0.31, -0.46, 0.40, -0.23, 0.49, -0.50, -0.31, -0.26, 0.29, 0.30, 0.32, -0.38, 0.30, -0.25, 0.62, -0.63, -0.29, -0.25, 0.28, 0.28, 0.25, -0.22, 0.85, -0.32, 0.54, -0.55, -0.29, -0.34, 0.35, 0.11, -0.08, -0.51, 0.29, -0.30, 0.59, -0.45, -0.31, -0.29, 0.31, 0.27, 0.32, -0.13, 0.58, -0.31, 0.72, -0.59, -0.36, -0.36, 0.29, -0.05, 0.27, -0.42, 0.30, -0.28, 0.60, -0.51, -0.30, -0.28, 0.28, 0.27, 0.30, -0.23, 0.28, -0.33, 0.50, -0.49, -0.12, -0.29, 0.23, 0.15, 0.31, -0.44, 0.41, -0.32, 0.56, -0.48, -0.32, -0.33, 0.30, 0.28, 0.31, -0.06, 0.30, -0.31, 0.66, -0.51, -0.30, -0.29, -0.05, 0.27, 0.28]
}

***

{
  "formula": "C15H18N4O3",
  "method": "wB97M-V/def2-TZVPD",
  "e_tot_ha": -1027.13187,
  "gap_ha": 0.33882,
  "relative_energy_ev": 1.7187,
  "smiles": "N[C@@H](Cc1ccccc1)C(=O)N[C@@H](Cc1c[nH]cn1)C(=O)O",
  "homo_energy_ev": -8.481,
  "mol_weight_g_mol": 302.3,
  "species": ["N", "C", "C", "C", "C", "C", "C", "C", "C", "C", "O", "N", "C", "C", "C", "C", "N", "C", "N", "C", "O", "O", "H", "H", "H", "H", "H", "H", "H", "H", "H", "H", "H", "H", "H", "H", "H", "H", "H", "H"],
  "positions_angstrom": [[-3.685, 0.890, 0.484], [-2.322, 1.212, 0.651], [-2.068, 1.609, 2.158], [-0.713, 2.210, 2.259], [0.369, 1.382, 2.565], [1.636, 1.871, 2.744], [1.695, 3.266, 2.628], [0.650, 4.057, 2.179], [-0.592, 3.536, 2.031], [-1.664, -0.120, 0.314], [-2.161, -1.156, 0.660], [-0.539, 0.000, -0.502], [0.205, -1.281, -0.756], [-0.240, -1.653, -2.150], [0.642, -2.653, -2.733], [0.583, -3.990, -2.548], [1.720, -4.577, -3.041], [2.448, -3.501, -3.459], [1.804, -2.369, -3.296], [1.703, -0.973, -0.690], [2.620, -1.597, -0.146], [1.888, 0.073, -1.523], [-3.972, -0.058, 0.702], [-4.320, 1.627, 0.819], [-2.042, 2.026, -0.036], [-2.245, 0.748, 2.816], [-2.813, 2.389, 2.340], [0.182, 0.252, 2.599], [2.426, 1.192, 2.919], [2.716, 3.765, 2.655], [1.009, 4.993, 1.812], [-1.323, 4.250, 1.742], [-0.332, 0.863, -0.900], [-0.052, -1.995, 0.013], [-1.288, -2.068, -2.084], [-0.105, -0.755, -2.764], [-0.187, -4.549, -2.049], [2.028, -5.537, -2.976], [3.480, -3.569, -3.706], [2.857, 0.189, -1.731]],
  "atomic_forces_ev_per_a": [[-2.508, 1.175, -0.768], [-0.413, -0.960, 1.339], [-0.016, 0.128, -1.477], [-1.085, -1.877, 1.042], [-0.774, -2.137, -0.241], [-1.630, 1.532, -0.102], [3.128, 0.278, -0.610], [2.488, -0.271, 0.269], [0.761, 1.186, -0.123], [1.746, 2.109, -1.823], [0.217, -1.206, 0.526], [-1.464, -3.460, 3.128], [-0.090, 2.285, 0.361], [-0.720, -0.525, -0.525], [-0.592, -1.838, 0.543], [-1.494, -1.752, 0.722], [0.133, 1.430, 0.141], [0.128, 0.067, 0.095], [2.573, 0.603, -1.193], [1.737, -1.208, -0.173], [-2.443, 1.515, -1.044], [1.661, 0.323, 0.051], [0.255, 0.393, 0.232], [0.372, -0.909, -0.172], [0.251, -0.213, 0.302], [0.062, 0.198, -0.284], [-0.021, -0.200, 0.267], [0.195, 1.711, 0.102], [0.989, -0.174, 0.305], [-1.344, -0.693, 0.177], [-0.613, 0.966, 0.192], [-1.211, -0.146, -0.274], [0.771, 1.319, -0.697], [-0.199, -0.096, 0.040], [0.945, 0.930, -0.206], [-0.709, -0.123, 0.080], [-0.082, -0.257, -0.099], [-0.224, 0.335, -0.008], [0.455, -0.143, -0.573], [-1.233, -0.292, 0.478]],
  "mulliken_charge": [-0.69, 0.57, -1.20, 0.55, 0.04, -0.78, -0.37, -0.58, -0.44, -0.07, -0.68, 0.05, -0.18, -0.39, 0.38, -0.69, -0.07, -0.39, -0.58, 0.26, -0.63, -0.43, 0.20, 0.25, 0.31, 0.29, 0.53, 0.26, 0.48, 0.24, 0.36, 0.42, 0.27, 0.55, 0.40, 0.30, 0.47, 0.20, 0.43, 0.38]
}

***

{
  "formula": "CH2NO5P",
  "method": "wB97M-V/def2-TZVPD",
  "e_tot_ha": -811.63862,
  "gap_ha": 0.26413,
  "relative_energy_ev": 1.4088,
  "homo_energy_ev": -0.448,
  "charge": -2,
  "mol_weight_g_mol": 139.0,
  "species": ["C", "N", "O", "O", "O", "O", "O", "P", "H", "H"],
  "positions_angstrom": [[-2.368, 0.758, 0.289], [-1.546, -0.072, 0.748], [2.640, 0.628, -0.086], [2.129, -1.373, -1.453], [-3.479, 1.172, 0.728], [2.702, -1.685, 1.092], [-0.266, -0.300, 0.183], [2.434, -0.830, -0.118], [-2.017, 1.364, -0.878], [-0.230, 0.337, -0.506]],
  "atomic_forces_ev_per_a": [[-0.627, 3.088, -3.215], [0.770, -2.071, 2.292], [0.306, 0.954, 0.602], [-0.176, -1.077, -0.494], [0.454, -0.518, -0.149], [-0.207, 0.522, -1.082], [-1.173, -0.355, 0.539], [0.360, -0.429, 0.932], [-0.218, -1.292, 2.121], [0.511, 1.177, -1.544]],
  "mulliken_charge": [-0.13, -0.49, -0.67, -0.66, -0.59, -0.69, -0.15, 1.06, 0.04, 0.28]
}